1.
Formula: C5H10CdMgO3
Source: OMol25
Level of theory: the ωB97M-V functional and the def2-TZVPD basis

Each line ends with the natural charge from an NBO analysis.
Cartesian coordinates (Å):
O 0.10388 -1.32235 -0.80137  -0.890
C -0.65929 -0.37559 -1.49856  -0.097
C -1.82905 0.12975 -0.66816  -0.098
O -1.33401 0.43525 0.63904  -0.671
C -1.39934 1.77273 1.09979  -0.256
Mg 0.02049 -0.96890 1.25636  1.617
H -1.04746 -0.78337 -2.44616  0.175
H -0.00509 0.48568 -1.71785  0.176
H -2.60352 -0.64234 -0.55713  0.185
H -2.29927 1.01412 -1.11944  0.200
H -1.08943 1.73996 2.15078  0.194
H -0.69977 2.40106 0.53029  0.216
H -2.42188 2.14082 0.93540  0.187
C 1.95173 -1.92134 0.90132  -1.012
C 1.96065 -0.92612 -0.18802  0.390
O 1.98680 0.28893 0.34577  -1.014
Cd 2.39219 2.19176 0.03202  0.052
H 2.64774 -1.69176 1.72083  0.240
H 1.86718 -2.95959 0.55433  0.216
H 2.45743 -1.00871 -1.16924  0.189

Results
Charge = 0
Energy above the lowest of the compared OMol25 structures with the same formula, charge and spin = 1.799 eV


2.
Formula: C27H36F4NO9PS2
Source: OMol25
Level of theory: the ωB97M-V functional and the def2-TZVPD basis

Each line ends with the Löwdin charge.
Cartesian coordinates (Å):
C 3.59783 -1.98150 4.43276  -0.109
C 3.77029 -0.45304 4.18664  -0.236
C 3.32296 -0.04564 2.74363  -0.152
C 2.45267 1.25473 2.72972  -0.267
C 3.27496 2.51971 2.30537  -0.038
C 1.16229 1.09298 1.92119  -0.050
C 1.12427 1.14380 0.51614  -0.115
C 2.35866 1.32212 -0.35970  -0.093
O 3.39481 0.36257 -0.08596  0.033
C 3.85032 -0.27473 -1.18841  -0.691
F 4.69870 -1.22609 -0.76754  0.169
F 4.50382 0.56236 -2.00997  0.153
F 2.86846 -0.91326 -1.85734  0.159
C -0.06063 1.03737 -0.18385  -0.028
C -1.26143 0.86289 0.49045  -0.301
P -2.81788 0.77453 -0.43897  0.216
O -2.52012 1.20368 -1.97325  -0.205
O -3.77002 1.94295 0.11002  -0.204
S -3.66632 -0.95886 -0.35808  0.368
C -1.22580 0.77895 1.86884  -0.404
C -0.04698 0.88220 2.60031  -0.187
N -0.14366 0.76690 4.00138  0.095
C -1.06831 1.65299 4.60734  -0.262
C -0.65630 2.46815 5.65352  -0.018
C -1.60462 3.31022 6.21875  -0.082
C -2.90774 3.32274 5.77778  -0.022
C -3.31321 2.49492 4.75138  -0.291
F -4.57482 2.51427 4.31041  0.080
C -2.37908 1.66818 4.17065  -0.351
S -2.73779 0.55249 2.81155  1.048
H 4.46155 -2.55581 4.08168  0.071
H 3.55756 -2.10928 5.52696  0.067
H 2.63600 -2.33474 4.04610  0.071
H 4.79959 -0.13986 4.40637  0.105
H 3.14138 0.02865 4.95670  0.090
H 2.78665 -0.90729 2.32932  0.113
H 4.24867 0.10456 2.17773  0.101
H 2.21334 1.43991 3.78509  0.097
H 4.18982 2.23304 1.77050  0.080
H 2.66973 3.21585 1.71289  0.080
H 3.61216 3.04284 3.21092  0.082
H 2.08327 1.35173 -1.42052  0.132
H 2.77144 2.31675 -0.14315  0.121
H -0.07458 1.09039 -1.27122  0.116
H -2.47371 0.39558 -2.50632  0.068
H -4.66531 1.80748 -0.23562  0.084
H 0.75085 0.74813 4.46724  0.105
H 0.38091 2.41011 5.97884  0.115
H -1.27082 3.96778 7.01965  0.111
H -3.59448 4.01589 6.26105  0.124
C -6.65264 -3.39416 0.58456  -0.064
C -6.88512 -2.26493 -0.39673  -0.237
O -7.53175 -2.73940 -1.58993  0.039
C -8.84564 -2.92724 -1.49468  -0.611
O -9.52642 -2.72541 -0.52246  0.121
O -9.28360 -3.39573 -2.66799  0.003
C -10.67508 -3.71343 -2.68536  -0.046
H -6.11592 -4.21340 0.10298  0.083
H -6.07392 -3.04463 1.44006  0.078
H -7.59761 -3.79813 0.94947  0.074
H -5.92745 -1.85023 -0.71025  -0.001
H -7.45832 -1.45412 0.05464  0.126
H -11.27564 -2.87302 -2.34211  0.094
H -10.86562 -4.59283 -2.07080  0.098
H -10.94120 -3.93835 -3.71518  0.091
C 4.36113 0.29088 -4.75868  -0.075
C 4.22127 0.63300 -6.22765  -0.204
O 5.49975 0.88094 -6.82809  0.039
C 6.20156 -0.20646 -7.14769  -0.609
O 5.85428 -1.34780 -6.99095  0.124
O 7.36835 0.19048 -7.66096  0.005
C 8.25801 -0.87958 -7.98265  -0.042
H 4.93466 1.05878 -4.24292  0.076
H 3.38170 0.20257 -4.29006  0.072
H 4.89254 -0.65187 -4.62541  0.084
H 3.64958 1.55375 -6.33816  0.122
H 3.68722 -0.14653 -6.77194  0.124
H 7.77291 -1.61753 -8.61876  0.095
H 8.62562 -1.34721 -7.06981  0.099
H 9.09803 -0.44871 -8.52143  0.092

Results
Charge = 0
Energy above the lowest of the compared OMol25 structures with the same formula, charge and spin = 0.000 eV


3.
Formula: C4HHgLiO4
Source: OMol25
Level of theory: the ωB97M-V functional and the def2-TZVPD basis

Each line ends with the natural charge from an NBO analysis.
Cartesian coordinates (Å):
O -1.17189 0.97477 -0.78922  -0.669
C -0.06503 1.15826 -0.93396  0.683
C -4.27725 1.39375 -2.84045  0.158
C -3.41492 0.68444 -3.30698  -0.162
H -2.77280 -0.08200 -3.70969  0.295
Li -3.22099 0.63626 -0.67459  0.958
O -4.67683 2.65492 -2.65626  -0.386
C -4.55146 3.13543 -1.40641  0.976
O -5.06980 4.22352 -1.12667  -0.654
O -4.13613 2.34838 -0.49888  -0.884
Hg -4.66337 3.80211 0.79678  1.685

Results
Charge = +2


Computed highest occupied orbital energy, in the same sequence as the records: -5.74 -8.36 -18.67 eV.
Computed frontier orbital gap, in the same sequence as the records: 0.173 0.314 0.235 Ha.